[1]
Computed, not measured: C20H37MnN3SbSi3 as an isolated structure in a non-equilibrium geometry, with ωB97M-V/def2-TZVPD.

Last column: natural (NBO) charge in e.
Positions of all 65 atoms, in Å:
1 Si -2.0098 3.8378 1.1337  1.401
2 H -1.2961 6.2055 1.1657  0.247
3 H -1.8539 2.4531 3.1745  0.221
4 H 4.4328 3.3742 0.9742  0.271
5 H -1.1540 -0.0057 5.1423  0.269
6 H -1.1032 4.0856 3.4181  0.242
7 C 1.3879 0.0028 2.2518  0.264
8 Si 2.0113 3.8368 1.1318  1.408
9 C -1.9539 3.5394 2.9745  -1.126
10 C 3.5995 0.0034 -3.2776  -0.204
11 C 4.3970 0.0014 -0.6077  -0.194
12 H 1.5043 3.8978 -4.1898  0.273
13 H -4.4316 3.3746 0.9799  0.271
14 H 3.4479 1.8827 0.6853  0.222
15 H -3.0831 6.0298 1.4162  0.279
16 H 2.4230 3.7760 -2.6367  0.240
17 C -3.5281 2.9691 0.4805  -1.130
18 H 3.6080 3.1272 -0.6184  0.247
19 N 1.9880 0.0000 0.0503  -0.324
20 H -3.6088 3.1253 -0.6132  0.248
21 H -0.0015 6.2226 -3.2704  0.276
22 H 1.8585 2.4494 3.1709  0.221
23 C 4.9553 0.0031 -2.9613  -0.122
24 C 1.9578 3.5360 2.9724  -1.132
25 H 6.4127 0.0016 -1.3760  0.249
26 C -0.0006 5.8615 -2.2224  -1.121
27 H 0.8991 6.2547 -1.7244  0.246
28 Si -0.0012 3.9902 -2.2381  1.401
29 H 1.5177 2.3375 -3.2658  0.230
30 C 3.5288 2.9694 0.4752  -1.139
31 N 0.0503 0.0000 1.9801  -0.622
32 H -0.8976 6.2566 -1.7214  0.249
33 C -1.5196 3.4436 -3.1734  -1.132
34 C 1.8509 0.0024 3.5672  -0.186
35 H 3.0848 6.0288 1.4165  0.279
36 H -1.5115 3.8958 -4.1864  0.273
37 H -2.4090 5.8384 -0.2314  0.248
38 Mn 0.0000 0.0000 0.0000  1.351
39 H 3.2804 0.0040 -4.3165  0.248
40 H -3.4470 1.8828 0.6916  0.237
41 H 5.6994 0.0035 -3.7537  0.249
42 C 5.3552 0.0021 -1.6270  -0.178
43 C 3.0252 0.0019 -0.9062  0.116
44 C 1.5145 3.4434 -3.1776  -1.132
45 H -2.4265 3.7782 -2.6311  0.245
46 C 0.9415 -0.0007 4.6237  -0.098
47 Sb 0.0000 2.7631 0.0000  -0.261
48 C 2.6464 0.0028 -2.2557  -0.195
49 H 1.2980 6.2037 1.1695  0.252
50 H 1.1074 4.0810 3.4179  0.248
51 C -0.8106 -0.0029 3.0202  0.091
52 H -2.8918 3.9152 3.4324  0.274
53 H 2.9179 0.0048 3.7645  0.268
54 H 1.2947 -0.0009 5.6509  0.263
55 H -1.8621 -0.0049 2.7473  0.240
56 H 1.5886 0.0028 -2.5101  0.207
57 C 2.2091 5.6648 0.8413  -1.126
58 C -2.2080 5.6654 0.8403  -1.126
59 C -0.4178 -0.0034 4.3463  -0.208
60 H 2.8960 3.9113 3.4297  0.271
61 N 2.3861 0.0073 1.2357  -0.117
62 H -1.5241 2.3379 -3.2612  0.240
63 H 4.7345 0.0001 0.4248  0.248
64 H 2.4080 5.8401 -0.2304  0.248
65 H -1.7287 0.0000 0.0000  -0.195

Forces on atoms 1 to 6 (eV/Å):
-1.7031 0.1039 0.7657
-0.5962 0.0113 -0.2923
-0.0542 0.6481 0.1386
-0.4490 -0.2180 -0.2879
0.0243 -0.0115 -0.1707
-0.3864 -0.3361 0.0612

Results
Multiplicity = 5
Gap between HOMO and LUMO (spin up / spin down) = 6.046 / 6.811 eV
<S²> = 6.42
Total charge = +2
Total energy = -87287.103 eV

[2]
Computed, not measured: a 7-piece molecular cluster, C14H44N6O9 overall in a non-equilibrium geometry, with ωB97M-V/def2-TZVPD.

Last column: Löwdin charge in e.
Positions of all 73 atoms, in Å:
1 O 11.8295 31.6129 -0.2368  -0.201
2 N 12.6207 29.6770 -4.7292  0.183
3 H 8.9857 25.1397 -1.4061  0.089
4 C 12.7692 30.7517 -0.8704  -0.226
5 H 12.6356 33.2445 -1.2389  0.086
6 O 11.4423 28.5828 -8.0527  -0.036
7 C 7.1105 28.7271 -3.7593  -0.676
8 C 16.1688 27.6466 -5.4670  -0.192
9 O 10.5304 26.8706 -6.0593  -0.092
10 N 15.4780 27.0848 -6.6033  -0.056
11 H 11.2551 24.0330 -4.3155  0.079
12 H 9.0192 28.2253 -4.3536  0.061
13 H 16.9720 31.3012 -6.8927  0.086
14 H 10.5613 29.8344 -1.5478  0.112
15 H 14.4244 25.5678 -4.4567  0.120
16 N 13.3522 31.4654 -5.9923  0.161
17 H 9.5432 27.8023 -1.9680  0.099
18 H 12.4759 23.1306 -5.2021  0.096
19 H 18.1873 28.3864 -5.1343  0.119
20 H 7.7363 26.5230 -6.6500  0.018
21 H 15.6719 28.5914 -5.1855  0.092
22 C 17.1323 30.5096 -6.1656  -0.087
23 O 8.1351 25.6568 -6.5168  -0.096
24 H 9.3748 25.2726 -3.1631  0.082
25 C 9.7065 24.8962 -2.1890  -0.104
26 H 11.9059 29.1422 0.2604  0.126
27 H 12.3366 26.7617 -2.3172  0.120
28 H 11.3589 33.6014 -0.1216  0.085
29 H 11.1636 26.1176 -5.9850  0.042
30 H 16.2604 30.3767 -5.5239  0.043
31 C 12.3154 23.9989 -4.5520  -0.068
32 H 15.4702 27.7681 -7.3502  0.109
33 H 9.7651 23.8106 -2.2753  0.086
34 O 12.5948 25.1868 -5.2782  -0.251
35 H 13.4430 27.5256 -5.9702  0.091
36 C 14.0935 26.7049 -6.2969  -0.209
37 C 13.5641 30.6387 -4.9230  -0.672
38 N 8.4180 28.9983 -4.1187  0.153
39 O 11.0037 25.3961 -1.9039  -0.197
40 C 17.5465 28.1833 -6.0048  -0.231
41 H 17.9942 30.8085 -5.5562  0.094
42 H 16.3037 26.9701 -4.6291  0.118
43 H 12.9565 23.9522 -3.6698  0.099
44 H 13.6442 26.4919 -7.2755  0.120
45 H 5.6524 27.4241 -4.1969  0.106
46 H 13.2244 28.7457 -0.8991  0.119
47 H 12.7936 29.0905 -3.9290  0.093
48 H 10.3744 27.4054 -0.5946  0.126
49 H 7.1968 26.8172 -4.6522  0.064
50 C 12.3033 29.3104 -0.7459  -0.187
51 C 10.5728 27.8321 -1.5927  -0.231
52 C 13.9729 25.4556 -5.4497  -0.202
53 H 8.8556 29.8283 -3.7611  0.093
54 H 12.9866 31.1203 -1.8756  0.107
55 H 17.9447 27.3457 -6.5787  0.120
56 H 11.9691 29.4918 -5.4604  0.070
57 H 10.9287 27.4721 -6.7237  0.008
58 C 12.2337 32.9668 -0.2603  -0.109
59 N 11.2347 29.0970 -1.7285  -0.048
60 H 13.7052 30.8210 -0.2937  0.125
61 O 6.3864 29.4804 -3.1248  0.024
62 H 12.0258 28.4901 -8.8157  0.070
63 H 11.0277 26.8049 -3.4618  0.095
64 H 11.0786 29.4726 -8.1280  0.061
65 C 11.2451 26.6960 -2.3919  -0.234
66 H 14.4692 24.5976 -5.9148  0.133
67 H 9.0865 25.8677 -6.3474  -0.006
68 H 14.1338 32.0467 -6.2345  0.103
69 N 6.6323 27.5929 -4.3454  0.151
70 H 12.9400 33.1285 0.5561  0.088
71 H 12.5173 31.3803 -6.5325  0.082
72 O 14.5254 30.8310 -4.1713  -0.009
73 O 17.4872 29.3029 -6.8259  -0.189

Forces on atoms 1 to 6 (eV/Å):
-0.5128 -0.1186 -0.4987
1.0095 0.7230 0.1942
-0.0619 0.1520 -0.0549
0.4792 0.4565 1.5248
0.3511 -0.0560 0.0824
0.1642 0.4313 -0.1467

Results
Multiplicity = 1
Gap between HOMO and LUMO = 8.579 eV
Total charge = 0
ΔE to the lowest compared entry with this formula, charge and spin = 0.047 eV
SMILES string = COCCNCCOC.COCCNCCOC.NC(N)=O.NC(N)=O.O.O.O
Total energy = -42599.126 eV

[3]
Computed, not measured: C32H28BrF4N2O2PS as an isolated structure in a non-equilibrium geometry, with ωB97M-V/def2-TZVPD.

Last column: Löwdin charge in e.
Positions of all 71 atoms, in Å:
1 C -1.2596 -0.6639 -2.2752  -0.250
2 C -3.5469 1.1170 -1.4319  -0.050
3 N -2.7297 -2.1651 -3.3866  -0.248
4 F -5.6337 4.7564 -5.8849  0.056
5 H 5.8049 -1.2159 3.1609  0.093
6 H 5.2308 -0.1440 5.3303  0.093
7 H -8.7211 1.6328 -4.9226  0.108
8 C 5.6564 0.4444 4.5271  -0.078
9 C 1.0812 1.4048 -2.5573  -0.237
10 H -0.3063 -3.7284 5.4658  0.102
11 H -5.4105 1.4769 -3.5340  0.033
12 H 1.0056 -2.4448 0.0920  0.094
13 C 6.4305 2.5607 3.6741  -0.084
14 H -8.1050 2.6992 -9.0281  0.104
15 H 0.5141 1.9331 -0.4666  0.108
16 Br -6.6686 -1.3413 -0.9294  0.177
17 H 5.4602 -3.2175 2.1202  0.116
18 C -6.5801 3.8750 -6.2568  -0.288
19 C -3.7926 -0.0871 -2.2191  -0.363
20 C 4.3720 -2.3145 0.4945  -0.072
21 H -9.2824 1.3553 -7.3155  0.101
22 C 0.4352 -2.9927 5.7544  -0.089
23 H 5.6236 2.2770 5.6442  0.103
24 C 2.0326 -1.2969 5.1514  -0.009
25 H 0.8560 -2.3957 3.7370  0.079
26 C 6.7637 1.9552 2.4689  -0.019
27 C -1.0581 0.6373 -1.4684  -0.128
28 C -2.6920 -1.0031 -2.6449  -0.330
29 H -4.3734 1.7986 -1.1319  0.107
30 P -5.5599 -0.5079 -2.7399  0.571
31 C 2.3239 -1.1206 6.4919  -0.284
32 H 0.2235 -3.3829 7.8565  0.105
33 H -6.3705 4.3407 -8.3328  0.116
34 C -7.2250 3.1255 -5.2899  -0.033
35 H 6.6005 3.6218 3.8103  0.104
36 O 2.2558 0.6330 -2.7869  -0.093
37 C 1.0857 -2.2434 4.7816  -0.083
38 C 3.3603 -3.5741 2.2516  -0.291
39 C 0.4356 1.0357 -1.1269  -0.102
40 H 2.5436 -0.6974 4.4071  0.116
41 H 1.9395 -1.7049 8.5117  0.116
42 C 0.7336 -2.8010 7.0988  -0.081
43 C 2.1077 -3.3739 1.7028  -0.037
44 C 4.4924 -3.0490 1.6642  -0.030
45 H 3.0229 -1.5274 -0.9862  0.088
46 C -6.8884 3.7369 -7.5981  -0.021
47 H 1.2393 -3.7996 2.1884  0.110
48 H 7.2016 2.5259 1.6594  0.116
49 H -6.9602 3.2529 -4.2479  0.105
50 H 1.2450 2.5062 -2.5761  0.121
51 C 1.6877 -1.8629 7.4704  -0.018
52 N -0.2920 -1.5731 -2.7325  -0.246
53 C 1.9773 -2.6251 0.5372  -0.073
54 C 6.5309 0.6020 2.3054  -0.282
55 F 6.8479 0.0145 1.1366  0.054
56 H 0.9656 0.1905 -0.6257  0.101
57 H 2.0048 -0.2886 -2.9479  0.061
58 C -7.8613 2.8222 -7.9799  -0.084
59 C -2.1418 1.4929 -1.0480  -0.011
60 C 3.1199 -2.1012 -0.0718  -0.083
61 S -1.1599 -2.7265 -3.5708  0.980
62 H 0.3482 1.1736 -3.3828  0.115
63 F 3.4767 -4.2918 3.3811  0.066
64 C 5.8797 1.8054 4.7029  -0.091
65 F 3.2454 -0.2078 6.8524  0.050
66 C 5.9789 -0.1602 3.3190  -0.011
67 C -8.5207 2.0659 -7.0175  -0.094
68 H -1.8729 2.4034 -0.4722  0.109
69 C -8.2050 2.2192 -5.6724  -0.079
70 H 5.2570 -1.9088 0.0201  0.105
71 O -6.1797 1.0468 -3.1109  -0.411

Forces on atoms 1 to 6 (eV/Å):
-0.8737 0.6737 0.3182
1.9309 -1.9001 -1.2005
1.2773 1.2741 0.9595
0.0815 0.0600 0.0356
0.0158 0.0464 -0.0025
0.0124 0.0193 -0.0607

Results
Multiplicity = 1
Gap between HOMO and LUMO = 7.241 eV
Total charge = 0
ΔE to the lowest compared entry with this formula, charge and spin = 2.393 eV
Total energy = -141748.244 eV

[4]
Computed, not measured: a 2-piece molecular cluster, C5H12O2 overall in a non-equilibrium geometry, with ωB97M-V/def2-TZVPD.

Last column: natural (NBO) charge in e.
Positions of all 19 atoms, in Å:
1 H 0.0931 0.3805 2.4027  0.207
2 H -0.0717 2.0463 1.9252  0.211
3 H 2.3316 0.4450 -2.1562  0.231
4 H -0.3601 -1.5884 0.8006  0.144
5 H 1.0200 1.4001 -1.5424  0.204
6 C 1.0206 -0.6489 -0.7963  0.049
7 H 0.9225 -2.5572 -1.3510  0.491
8 O -1.2779 -1.6931 -0.9770  -0.600
9 O 1.5827 -1.8492 -1.2094  -0.725
10 H -2.0757 1.4927 0.5033  0.224
11 C -0.5328 -1.1305 -0.1868  0.316
12 H -1.3106 1.3038 2.9637  0.218
13 H -2.1918 -0.0424 1.1488  0.226
14 H 1.5569 -0.3480 0.1144  0.148
15 C 1.2794 0.3944 -1.8754  -0.645
16 H -0.5915 0.4145 -0.0295  0.242
17 C -0.6400 1.1368 2.1188  -0.624
18 C -1.4384 0.7031 0.9034  -0.536
19 H 0.6837 0.1402 -2.7569  0.220

Forces on atoms 1 to 6 (eV/Å):
-0.1047 -0.1147 0.0946
-0.1121 0.0730 0.0120
-0.0077 -0.4097 0.1622
-0.3069 0.8127 0.4648
-0.2129 0.0450 0.0377
-0.8142 0.1374 1.3706

Results
Multiplicity = 1
Gap between HOMO and LUMO = 9.996 eV
Total charge = 0
ΔE to the lowest compared entry with this formula, charge and spin = 3.638 eV
SMILES string = C[C@H](O)C=O.CC
Total energy = -9471.498 eV